The following is a DFT calculation (the ωB97M-V functional and the def2-TZVPD basis) of C10H8As2F28O2Pt as an isolated structure at a distorted geometry.

Output
LUMO energy (spin up / spin down) = -6.004 / -9.392 eV
HOMO (spin up / spin down) = -0.470 / -0.454 Eh
E = -215602.186 eV
expectation value of S² = 2.008

ORCA input file:
```
! RIJCOSX wB97M-V def2-TZVPD def2/J DEFGRID3
* xyz 0 3
Pt 0.68098 0.03589 0.54706
As 0.76887 -0.74775 5.12461
F 1.18981 -1.55351 3.52775
F 2.36838 -0.02921 5.24478
F 0.18348 0.09310 6.64903
F -0.92311 -1.38203 4.95956
F 1.26421 -2.17670 6.02363
F 0.33646 0.61719 4.06739
As 1.83802 4.46743 0.10979
F 0.40965 3.31278 -0.22311
F 0.94957 5.99443 -0.33072
F 3.29880 5.34622 0.55083
F 2.62010 2.91827 0.63565
F 2.36294 4.12811 -1.53302
F 1.21160 4.63962 1.78524
C -4.20475 -0.31753 1.43847
C -4.29557 1.20347 1.31122
C -5.57635 1.72488 2.03141
F -6.68266 1.01843 1.66358
F -5.42595 1.53083 3.35090
F -3.18406 1.68912 1.89498
F -4.35240 1.78488 0.10273
O -2.91932 -0.79761 0.89037
C -2.94536 -2.10197 0.28269
C -3.40026 -3.27958 1.16952
F -3.26146 -4.53383 0.66038
F -2.70204 -3.24847 2.27860
F -3.71952 -1.98278 -0.79022
F -1.67095 -2.23442 -0.12431
H -5.05857 -0.77078 0.93482
H -4.23213 -0.59216 2.49295
H -5.84063 2.76759 1.85528
H -4.42306 -3.21634 1.54100
C 3.43935 -0.75536 -3.15133
C 3.90218 -1.89288 -2.17189
C 5.39306 -2.26021 -2.30900
F 5.67882 -2.59552 -3.57009
F 6.11582 -1.22913 -1.96087
F 3.59159 -1.46409 -0.97215
F 3.13431 -2.96495 -2.28779
O 2.12987 -0.28140 -2.75033
C 1.16907 -0.12549 -3.81769
C 1.53446 0.95413 -4.87054
F 2.60918 0.64155 -5.62547
F 0.49219 1.11705 -5.68494
F 0.91820 -1.29757 -4.36230
F 0.03524 0.18543 -3.13519
H 3.49763 -1.21961 -4.13580
H 4.17480 0.04909 -3.14259
H 5.76248 -3.10347 -1.72544
H 1.75680 1.93462 -4.44948
*
```

Atom charges from the natural (NBO) analysis, given in e for atoms 1 to 2: 1.283 2.780

***

The following is a DFT calculation (the ωB97M-V functional and the def2-TZVPD basis) of C10H8Cl2N3O4S2Tl as an isolated structure at a distorted geometry.

Output
LUMO energy = -1.327 eV
HOMO = -0.339 Eh
relative energy (zero: lowest compared OMol25 entry of this formula, charge and spin) = 70.63 kJ/mol
E = -74568.042 eV

ORCA input file:
```
! RIJCOSX wB97M-V def2-TZVPD def2/J DEFGRID3
* xyz 0 1
Tl -0.44160 1.03904 -0.59221
Cl -0.21763 0.54515 2.15923
C -0.11994 2.15455 2.80674
C -0.18579 2.26364 4.18703
C -0.08775 3.49513 4.79977
C 0.08078 4.63163 4.02764
C 0.12929 4.52147 2.65241
Cl 0.35008 5.95677 1.71603
C 0.01671 3.28188 1.98857
S 0.08144 3.36867 0.22125
H -0.31614 1.36387 4.77307
H -0.13781 3.57026 5.87679
H 0.17144 5.60641 4.48613
N 5.14093 1.94812 0.05248
C 4.18369 1.00819 -0.13071
C 2.85235 1.35802 -0.42470
N 1.93755 0.41949 -0.58904
C 2.28269 -0.86658 -0.49148
C 3.59912 -1.18882 -0.20544
N 4.53791 -0.27204 -0.01805
H 4.92392 2.92560 0.03905
H 6.06868 1.64660 0.28862
H 2.53915 2.39097 -0.50251
H 1.49602 -1.59558 -0.62600
H 3.90702 -2.22339 -0.11719
O -0.73286 -1.25915 -0.33303
S -1.98437 -0.82891 -1.05932
O -1.42545 -0.05309 -2.25999
O -2.54559 0.27056 -0.18448
O -2.88621 -1.87036 -1.40516
*
```

Atom charges from the Mulliken analysis, given in e for atoms 1 to 2: 1.040 -0.105

***

The following is a DFT calculation (the ωB97M-V functional and the def2-TZVPD basis) of C10H8Cl3N5O4STe4Ti as an isolated structure.

Output
LUMO energy = 3.860 eV
HOMO = -0.071 Eh
relative energy (zero: lowest compared OMol25 entry of this formula, charge and spin) = 51.90 kJ/mol
E = -126838.361 eV

ORCA input file:
```
! RIJCOSX wB97M-V def2-TZVPD def2/J DEFGRID3
* xyz -2 1
Ti 1.75124 -0.48549 -1.12787
O -0.12590 3.15816 -1.27274
C 0.22098 1.99742 -1.42064
O 1.07056 1.36077 -0.67153
C -0.32663 1.13596 -2.52664
C -1.27345 1.46352 -3.46989
C -1.61851 0.49019 -4.41081
C -1.02230 -0.75833 -4.38142
C -0.08918 -1.01229 -3.38744
N 0.21933 -0.07490 -2.50963
C 0.75432 -2.25299 -3.18911
O 0.76071 -3.16829 -3.97390
O 1.50061 -2.13193 -2.11080
H -1.71544 2.44958 -3.46307
H -2.36401 0.71243 -5.16380
H -1.26618 -1.53861 -5.08779
N 0.81520 1.70859 3.21938
N 0.84582 2.59391 2.14034
C 0.85424 3.92810 2.30379
N 0.85955 4.61783 1.13939
S 0.84403 4.73611 3.78267
H 1.57299 1.03854 3.14486
H -0.04853 1.17694 3.18602
H 0.93410 2.22058 1.20058
H 0.60465 4.17251 0.26285
H 0.74948 5.60957 1.23540
Te -0.81353 -1.00142 0.32544
Te -2.18513 -2.82137 -1.06918
Te 0.91822 -2.07399 4.04233
Te 1.08668 -2.74542 1.51816
Cl 3.26123 0.43665 -2.62525
C 4.63986 -0.97420 0.12256
Cl 6.19621 -0.76094 -0.33700
Cl 3.38768 -3.95202 1.74326
C 3.48422 -1.15340 0.42453
N 2.16411 -1.21227 0.58605
*
```

Atom charges from the natural (NBO) analysis, given in e for atoms 1 to 2: 1.332 -0.653

***

The following is a DFT calculation (the ωB97M-V functional and the def2-TZVPD basis) of C10H8ClMoN2O4 as an isolated structure at a distorted geometry.

Output
LUMO energy = -14.844 eV
HOMO = -0.760 Eh
E = -36005.350 eV

ORCA input file:
```
! RIJCOSX wB97M-V def2-TZVPD def2/J DEFGRID3
* xyz 3 1
Mo -0.53899 -1.63071 0.29398
O -1.53874 -4.77347 -0.87170
Cl -0.59222 -4.26927 -0.05953
O 0.13383 -5.02832 0.78066
O -1.28989 -3.12377 0.82340
O 0.25013 -3.27144 -0.75834
C 2.44008 0.06041 -2.46183
C 2.37155 1.41995 -2.18244
C 1.47534 1.86148 -1.20661
C 0.67408 0.94459 -0.53676
N 0.73817 -0.41546 -0.81174
C 1.61633 -0.81758 -1.76321
C -0.30518 1.29209 0.50864
C -0.63015 2.54415 1.03115
C -1.60210 2.62264 2.02761
C -2.23656 1.46688 2.49163
C -1.86878 0.25669 1.93224
N -0.92736 0.16363 0.96445
H 3.12102 -0.32815 -3.21147
H 3.00335 2.13081 -2.71249
H 1.40469 2.91842 -0.97180
H 1.65739 -1.88867 -1.97024
H -0.15307 3.45469 0.68863
H -1.87599 3.58340 2.45338
H -2.99382 1.51972 3.26670
H -2.33312 -0.69269 2.25571
*
```

Atom charges from the natural (NBO) analysis, given in e for atoms 1 to 2: 1.877 -0.555

***

The following is a DFT calculation (the ωB97M-V functional and the def2-TZVPD basis) of one molecule with the formula C10H8F2O at a distorted geometry.

Output
LUMO energy = 0.535 eV
HOMO = -0.291 Eh
relative energy (zero: lowest compared OMol25 entry of this formula, charge and spin) = 110.72 kJ/mol
E = -17978.668 eV

ORCA input file:
```
! RIJCOSX wB97M-V def2-TZVPD def2/J DEFGRID3
* xyz 0 1
C 1.98089 0.52133 -1.60754
C 2.48066 0.04008 -0.34624
C 0.67000 0.75208 -1.81327
C 1.67592 -0.27156 0.68302
C -2.20510 -0.41506 -0.71030
C -2.12726 -0.95936 0.64817
C -0.69752 -1.06024 1.21004
C -0.23417 0.61828 -0.70545
C 0.23273 -0.00706 0.61022
C -0.25454 1.41282 0.52561
O -2.93095 -0.37540 -1.62824
F 0.61451 2.43368 0.72120
F -1.42256 1.77330 1.11579
H 2.68888 0.64588 -2.41295
H 3.54239 -0.14453 -0.27216
H 0.26882 1.01659 -2.78000
H 2.05353 -0.76674 1.56596
H -2.71592 -0.26401 1.25721
H -2.61540 -1.93675 0.68246
H -0.72447 -0.97487 2.29822
H -0.28043 -2.03845 0.95824
*
```

Atom charges from the natural (NBO) analysis, given in e for atoms 1 to 2: -0.223 -0.220

***

The following is a DFT calculation (the ωB97M-V functional and the def2-TZVPD basis) of C10H8IN2PS as an isolated structure at a distorted geometry.

Output
LUMO energy = -0.788 eV
HOMO = -0.265 Eh
relative energy (zero: lowest compared OMol25 entry of this formula, charge and spin) = 65.05 kJ/mol
E = -41703.371 eV

ORCA input file:
```
! RIJCOSX wB97M-V def2-TZVPD def2/J DEFGRID3
* xyz 0 1
C 1.08966 1.78628 -2.25835
C -2.26044 -2.25011 0.14961
C 2.36299 1.29121 -2.02595
C -2.06108 -0.92017 0.20510
C 0.14794 1.89853 -1.19072
C -1.58219 -3.15888 1.00918
C 1.76087 0.94542 0.23746
C -0.59520 -1.30461 1.95562
C 2.73412 0.84873 -0.72224
C -1.03240 -0.34781 1.03000
N 0.55896 1.42764 -0.01341
N -0.82206 -2.59792 1.90492
P -0.79379 1.46200 1.16565
S -0.13752 1.87658 2.97558
I -3.21815 0.05268 -1.27739
H 0.78462 2.27423 -3.16797
H -3.08817 -2.74797 -0.37559
H 3.05516 1.33302 -2.86260
H 3.69619 0.44240 -0.56884
H -0.83785 2.28668 -1.25654
H -1.59570 -4.20911 0.97375
H 1.83583 0.65005 1.30235
H -0.00180 -1.03888 2.81040
*
```

Atom charges from the natural (NBO) analysis, given in e for atoms 1 to 2: -0.240 -0.313

***

The following is a DFT calculation (the ωB97M-V functional and the def2-TZVPD basis) of C10H8N3O2PdS5 as an isolated structure.

Output
LUMO energy (spin up / spin down) = 2.450 / 1.939 eV
HOMO (spin up / spin down) = -0.141 / -0.139 Eh
relative energy (zero: lowest compared OMol25 entry of this formula, charge and spin) = 122.46 kJ/mol
E = -76724.119 eV

ORCA input file:
```
! RIJCOSX wB97M-V def2-TZVPD def2/J DEFGRID3
* xyz -1 1
Pd -1.05916 0.35335 -1.32611
S -5.94517 4.95744 1.37366
C -4.76350 4.01540 0.67152
S -3.17523 3.84468 1.28224
C -2.52121 2.77749 0.06347
C -3.37883 2.41529 -0.89210
S -2.95889 1.36946 -2.24531
S -4.98189 3.09042 -0.75345
S -0.82942 2.29874 0.12316
C -1.60447 -2.31401 2.27999
C -1.94452 -1.69068 0.99042
N -2.17559 -1.15654 0.00592
H -1.92287 -1.66658 3.09526
H -0.52582 -2.43939 2.30587
H -2.10267 -3.27747 2.37172
C 3.80683 -1.92159 0.78924
N 3.04185 -1.21525 -0.23052
C 3.67125 -0.56088 -1.26210
C 2.99447 0.09926 -2.20612
C 1.54148 0.10938 -2.11305
O 0.81629 0.68629 -2.92950
N 0.93996 -0.52343 -1.04692
C 1.64673 -1.18262 -0.09589
O 1.15980 -1.77152 0.87544
H 4.85654 -1.87611 0.50355
H 3.49690 -2.96104 0.86326
H 3.67689 -1.46631 1.76911
H 4.75221 -0.61570 -1.25218
H 3.48804 0.62192 -3.01056
*
```

Atom charges from the natural (NBO) analysis, given in e for atoms 1 to 2: 0.811 -0.197

***

The following is a DFT calculation (the ωB97M-V functional and the def2-TZVPD basis) of one molecule with the formula C10H8O at a distorted geometry.

Output
LUMO energy (spin up / spin down) = -0.865 / -0.866 eV
HOMO (spin up / spin down) = -0.281 / -0.281 Eh
relative energy (zero: lowest compared OMol25 entry of this formula, charge and spin) = 874.60 kJ/mol
E = -12538.324 eV

ORCA input file:
```
! RIJCOSX wB97M-V def2-TZVPD def2/J DEFGRID3
* xyz 0 1
C 1.79230 -1.01056 -1.70970
C 2.55981 -0.42142 -0.63584
C 0.43922 -1.20978 -1.67177
C 1.89556 -0.11290 0.49673
C -0.13215 -1.12182 -0.41526
C 0.53372 -0.53368 0.64088
C -0.11687 -0.57664 1.93792
C -0.57938 1.39936 1.62571
C -2.95205 1.42028 0.66068
C -1.62872 1.39265 0.63104
O -0.69950 0.34219 2.54161
H 2.38513 -1.17773 -2.69943
H 3.71741 -0.25036 -0.75268
H -0.23276 -1.57029 -2.38012
H 2.38051 0.35378 1.24517
H -1.12641 -1.44497 -0.42325
H -3.56204 1.45139 -0.29905
H -3.36143 1.56404 1.61761
H -1.31233 1.50647 -0.41027
*
```

Atom charges from the natural (NBO) analysis, given in e for atoms 1 to 2: -0.229 -0.190

***

Q: What is the E in the fifth record?
A: -17978.668 eV

***

Q: Number 7 is which compound?
A: C10H8N3O2PdS5

***

Q: Which value of E does entry 2 give?
A: -74568.042 eV